# 1
Formula: C11H17LiN7S4Sb
Source: OMol25
Level of theory: ωB97M-V with the def2-TZVPD basis set

The frontier orbital gap (spin up / spin down) is 5.7 / 6.4 eV. The value obtained for the highest occupied orbital energy (spin up / spin down) is -3.3327 / -4.1989 eV. The energy above the lowest of the compared OMol25 structures with the same formula, charge and spin comes out at 0.00 kJ/mol.

```
! RIJCOSX wB97M-V def2-TZVPD def2/J DEFGRID3
* xyz -1 2
Li -0.30 -0.25 0.66
S 1.84 -3.15 3.65
Sb 1.87 -1.11 2.55
S 1.83 -1.35 0.22
S 0.07 0.29 3.01
N -4.31 1.16 0.74
C -3.56 0.05 0.76
N -2.33 0.36 0.40
C -2.39 1.70 0.18
N -3.58 2.23 0.36
C -1.17 2.42 -0.21
C -1.13 3.78 -0.50
N 0.00 4.39 -0.82
C 1.10 3.63 -0.85
C 1.06 2.27 -0.56
N -0.07 1.67 -0.25
H -5.28 1.27 0.97
H -3.91 -0.92 1.03
H -2.04 4.38 -0.46
H 2.03 4.12 -1.10
H 1.95 1.64 -0.57
C -0.80 -7.00 -2.25
C -0.94 -6.43 -0.84
N -1.01 -4.97 -0.89
C -0.89 -4.21 0.25
S -2.05 -3.02 0.56
N 0.15 -4.43 1.05
C 1.43 -5.01 0.66
C 1.82 -6.18 1.55
H -0.78 -8.09 -2.22
H 0.11 -6.64 -2.72
H -1.64 -6.70 -2.87
H -0.08 -6.73 -0.24
H -1.83 -6.84 -0.35
H -1.81 -4.65 -1.41
H 0.22 -3.81 1.86
H 2.17 -4.22 0.75
H 1.39 -5.28 -0.40
H 1.91 -5.84 2.58
H 2.78 -6.58 1.24
H 1.08 -6.99 1.52
*
```

For each atom in turn, the Mulliken charge in e is: 0.552 -0.694 0.687 -0.832 -0.655 0.161 -0.138 -0.242 0.068 -0.752 0.484 -0.169 -0.658 -0.293 -0.173 -0.127 0.185 0.398 0.438 0.372 0.423 -1.251 0.043 -0.183 -0.108 -0.412 0.241 -0.562 -1.049 0.381 0.300 0.318 -0.015 0.323 0.289 0.108 0.274 0.413 0.235 0.327 0.291

---

# 2
Formula: C11H17N2
Source: OMol25
Level of theory: ωB97M-V with the def2-TZVPD basis set

The frontier orbital gap is 6.7 eV. The value obtained for the highest occupied orbital energy is -10.4044 eV. The energy above the lowest of the compared OMol25 structures with the same formula, charge and spin comes out at 298.56 kJ/mol.

```
! RIJCOSX wB97M-V def2-TZVPD def2/J DEFGRID3
* xyz 1 1
C 1.04 0.53 3.34
C -0.73 -0.63 0.25
C -0.54 0.35 1.26
C 0.28 -0.10 2.26
C 0.73 -1.38 1.87
C -1.77 -0.66 -0.66
C -2.55 0.49 -0.75
C -1.51 1.48 1.25
C -2.50 1.50 0.31
N 0.12 -1.77 0.60
H -0.26 -2.68 0.48
H -1.82 -1.39 -1.61
H 1.47 -2.06 2.28
H -3.46 0.54 -1.44
H -1.38 2.14 2.05
H 1.43 -0.27 4.07
H 0.43 1.33 3.76
H -3.28 2.30 0.37
H 1.94 0.97 2.72
C 1.59 -0.43 -2.38
C 0.70 0.65 -2.72
N 3.08 -0.07 -2.80
H 1.75 -0.56 -1.26
H 1.28 -1.37 -2.76
H 0.71 1.01 -3.84
H 0.62 1.63 -2.08
H 3.74 0.46 -2.11
H 3.54 -0.94 -3.09
H 3.03 0.64 -3.60
H -0.41 0.17 -2.59
*
```

For each atom in turn, the Mulliken charge in e is: -1.167 0.620 0.400 0.370 -0.594 -0.980 -0.076 -0.681 -0.566 -0.190 0.266 0.262 0.416 0.318 0.442 0.347 0.320 0.348 0.226 -0.117 -0.825 -0.413 0.097 0.280 0.381 0.312 0.403 0.351 0.381 0.068

---

# 3
Formula: C11H17N2
Source: OMol25
Level of theory: ωB97M-V with the def2-TZVPD basis set

The frontier orbital gap is 7.0 eV. The value obtained for the highest occupied orbital energy is -10.4929 eV. The energy above the lowest of the compared OMol25 structures with the same formula, charge and spin comes out at 336.67 kJ/mol. The SMILES is C#CC[NH2+]CCCCn1cccc1.

```
! RIJCOSX wB97M-V def2-TZVPD def2/J DEFGRID3
* xyz 1 1
C -0.84 1.02 -3.61
C 0.14 0.46 -3.23
C 1.06 -0.46 -2.62
N 0.52 -1.86 -2.66
C -0.16 -2.35 -1.40
C -0.91 -1.27 -0.61
C -0.14 -0.83 0.64
C -1.00 0.07 1.52
N -0.22 1.06 2.24
C -0.76 2.25 2.66
C 0.21 2.97 3.30
C 1.38 2.19 3.30
C 1.10 1.03 2.63
H -1.52 1.67 -4.11
H 1.32 -0.17 -1.61
H 1.98 -0.45 -3.19
H -0.11 -1.96 -3.45
H 1.30 -2.48 -2.83
H -0.86 -3.11 -1.71
H 0.57 -2.85 -0.77
H -1.19 -0.43 -1.22
H -1.84 -1.72 -0.27
H 0.75 -0.27 0.36
H 0.16 -1.72 1.19
H -1.67 0.62 0.86
H -1.63 -0.51 2.19
H -1.78 2.54 2.48
H 0.09 3.94 3.75
H 2.33 2.43 3.72
H 1.73 0.18 2.44
*
```

For each atom in turn, the Mulliken charge in e is: 0.277 -0.668 -0.510 -0.053 -0.860 -0.674 -0.176 -0.884 0.227 -0.418 -0.579 -0.634 -0.279 0.444 0.149 0.391 0.428 0.366 0.374 0.397 0.243 0.459 0.266 0.347 0.491 0.234 0.369 0.429 0.424 0.418

---

# 4
Formula: C11H17N2
Source: OMol25
Level of theory: ωB97M-V with the def2-TZVPD basis set

The frontier orbital gap (spin up / spin down) is 9.6 / 6.5 eV. The value obtained for the highest occupied orbital energy (spin up / spin down) is -12.3467 / -12.5575 eV. The energy above the lowest of the compared OMol25 structures with the same formula, charge and spin comes out at 19.04 kJ/mol.

```
! RIJCOSX wB97M-V def2-TZVPD def2/J DEFGRID3
* xyz 1 3
C -0.86 1.75 -0.77
C 0.41 2.04 -1.33
C -0.03 0.07 0.94
C -1.09 0.78 0.31
C 1.36 1.23 -0.70
C 1.14 0.29 0.35
C -3.18 -1.50 -0.31
C 2.44 -1.61 -1.27
C 3.06 0.69 1.68
C -2.50 0.60 0.89
C -3.48 -0.02 -0.13
N 3.18 -0.86 -0.25
N 2.55 0.14 0.48
H -1.76 2.12 -1.23
H 0.45 2.71 -2.21
H -0.09 -0.59 1.73
H -3.89 -1.95 -1.00
H -2.18 -1.72 -0.73
H -3.30 -2.18 0.48
H 3.14 -2.30 -1.73
H 1.72 -2.16 -0.80
H 2.12 -0.96 -2.15
H 3.21 -0.15 2.42
H 4.18 0.97 1.53
H 2.59 1.51 2.27
H -2.53 -0.20 1.67
H -2.84 1.56 1.34
H -4.56 -0.04 0.28
H -3.34 0.33 -1.22
H 4.08 -0.55 -0.55
*
```

For each atom in turn, the Mulliken charge in e is: -0.412 -1.068 -1.119 0.636 0.068 0.505 -1.419 -0.735 -0.834 -0.966 -0.077 -0.334 0.716 0.463 0.412 0.506 0.395 0.294 0.449 0.371 0.337 0.286 0.390 0.316 0.318 0.312 0.383 0.297 0.220 0.289

---

For reference, calculated total energy by record: -2653.40010; -538.52694; -538.51243; -538.35221 Eh.